Entry from OMol25: a structure of composition C20H46Cl2O2P2W (the ωB97M-V functional and the def2-TZVPD basis).

Output
highest occupied orbital energy (spin up / spin down) = -0.231 / -0.219 Ha
charge = 0
spin multiplicity = 3
total energy = -71024.4980 eV
energy above the lowest of the compared OMol25 structures with the same formula, charge and spin = 144.7 kcal per mole

Last column: Löwdin spin population.
Cartesian coordinates (Å):
W -1.389 -1.031 -0.367  0.77
Cl 0.075 -0.063 -1.798  0.10
P -0.637 -3.163 -0.327  0.03
C 0.699 -3.753 -1.442  0.01
C -0.838 -4.154 1.234  0.00
C -2.172 -3.007 -1.384  0.04
C 1.983 -2.936 -1.236  0.00
H 0.304 -3.554 -2.455  0.00
C 0.962 -5.255 -1.318  0.00
H 1.334 -5.522 -0.321  0.00
H 1.748 -5.512 -2.037  0.00
H 0.090 -5.875 -1.548  0.00
H 2.015 -2.077 -1.914  0.00
H 2.861 -3.557 -1.450  0.00
H 2.100 -2.548 -0.210  0.00
H -1.939 -2.511 -2.339  0.00
C -3.302 -2.221 -0.669  0.04
C -2.614 -4.467 -1.778  0.03
H -1.892 -4.922 -2.468  0.00
H -3.580 -4.407 -2.303  0.00
H -2.720 -5.124 -0.901  0.00
H -3.010 -1.512 0.220  0.01
H -3.976 -2.926 -0.158  0.01
H -3.932 -1.669 -1.382  0.00
C 0.383 -3.948 2.138  0.00
H -0.846 -5.189 0.852  0.00
C -2.113 -3.885 2.033  0.00
H 1.336 -4.148 1.632  0.00
H 0.319 -4.615 3.008  0.00
H 0.438 -2.924 2.532  0.00
H -2.120 -2.883 2.474  0.00
H -2.171 -4.589 2.874  0.00
H -3.032 -3.998 1.448  0.00
Cl -1.547 -0.382 1.808  0.10
H -2.629 -0.275 -1.353  0.00
P 0.279 3.683 -0.532  0.51
C -0.711 4.220 -1.933  0.06
C -0.172 4.343 1.087  0.08
C 2.005 3.441 -0.993  0.06
C -1.935 3.298 -2.053  0.02
H -0.042 4.018 -2.796  0.00
C -1.068 5.716 -1.943  0.02
H -1.718 5.993 -1.100  0.00
H -1.615 5.913 -2.878  0.00
H -0.169 6.347 -1.928  0.00
H -1.648 2.295 -2.392  0.00
H -2.636 3.733 -2.776  0.00
H -2.472 3.174 -1.099  0.00
H 1.902 2.972 -2.006  0.00
C 2.706 2.407 -0.083  0.01
C 2.779 4.768 -1.139  0.03
H 2.440 5.308 -2.036  0.00
H 3.844 4.533 -1.250  0.01
H 2.645 5.417 -0.256  0.00
H 2.038 1.616 0.291  0.00
H 3.200 2.905 0.758  0.00
H 3.479 1.898 -0.680  0.00
C -1.652 4.045 1.386  0.01
H -0.018 5.427 0.982  0.02
C 0.728 3.787 2.199  0.00
H -2.341 4.454 0.636  0.00
H -1.898 4.483 2.363  0.00
H -1.827 2.952 1.462  0.00
H 0.655 2.682 2.259  0.00
H 0.376 4.189 3.160  0.00
H 1.786 4.050 2.068  0.00
C 3.012 -0.429 3.411  0.00
C 2.984 -1.282 2.163  0.00
O 3.655 -2.350 2.141  0.00
O 2.237 -0.820 1.236  0.00
H 3.259 0.609 3.163  0.00
H 3.719 -0.793 4.155  0.00
H 2.008 -0.401 3.860  0.00

***

Entry from OMol25: a cluster of 2 separate species, C3H5NO2 in total (the ωB97M-V functional and the def2-TZVPD basis).

Output
highest occupied orbital energy = -0.384 Ha
charge = 0
SMILES = CC#N.O=CO
total energy = -8776.9738 eV
energy above the lowest of the compared OMol25 structures with the same formula, charge and spin = 16.6 kcal per mole

Last column: natural (NBO) charge in e.
Cartesian coordinates (Å):
C -1.522 -0.501 0.976  -0.72
C -1.036 0.546 0.093  0.42
N -0.794 1.450 -0.586  -0.45
H -0.891 -0.582 1.863  0.27
H -1.533 -1.466 0.464  0.27
H -2.535 -0.207 1.254  0.25
O 1.075 -0.750 0.008  -0.64
C 1.877 -0.175 -0.696  0.67
O 1.699 0.961 -1.345  -0.68
H 2.883 -0.577 -0.865  0.11
H 0.778 1.301 -1.166  0.51

***

Entry from OMol25: a structure of composition C33H33FeN2 (the ωB97M-V functional and the def2-TZVPD basis).

Output
highest occupied orbital energy (spin up / spin down) = 0.033 / -0.208 Ha
charge = -1
spin multiplicity = 5
total energy = -72116.0064 eV

Last column: Löwdin spin population.
Cartesian coordinates (Å):
C 4.192 2.442 -2.948  0.00
C 3.281 1.389 -3.306  0.02
C 2.878 0.693 -2.090  0.02
C 3.612 1.285 -0.988  0.01
C 4.393 2.382 -1.514  0.01
Fe 2.472 2.612 -1.970  0.02
C 2.034 4.233 -0.963  0.01
C 2.147 4.478 -2.399  0.00
C 1.171 3.627 -3.061  0.01
C 0.461 2.898 -2.055  0.00
C -0.600 1.917 -2.434  0.04
C -2.003 2.041 -1.870  0.01
C -2.947 1.160 -2.420  0.05
C -4.292 1.215 -2.049  0.04
C -4.687 2.096 -1.020  0.02
C -3.745 2.994 -0.471  0.02
C -2.406 2.936 -0.875  0.01
C 0.992 3.252 -0.742  0.01
H 4.755 3.077 -3.638  0.00
H 3.012 1.066 -4.308  0.02
H 2.228 -0.175 -2.012  0.02
H 3.643 0.902 0.034  0.01
H 5.107 2.957 -0.929  0.01
H 2.572 4.778 -0.198  0.00
H 2.781 5.198 -2.890  0.00
H 0.987 3.549 -4.147  0.01
H -0.627 1.855 -3.536  0.02
H -2.616 0.436 -3.169  0.05
H -5.019 0.522 -2.495  0.01
H -5.729 2.135 -0.711  0.01
H -4.046 3.689 0.308  0.00
H -1.670 3.598 -0.429  0.00
H 0.595 2.874 0.207  0.01
C -0.163 -3.287 -0.618  0.17
N 0.518 -2.773 0.560  0.29
C -0.065 -2.187 1.653  0.42
H -0.244 0.930 -2.163  0.02
C -1.466 -2.327 2.075  0.08
C -1.859 -3.415 2.869  0.04
C -3.178 -3.570 3.283  0.02
C -4.151 -2.626 2.892  0.01
C -5.613 -2.689 3.248  0.02
C -3.756 -1.529 2.115  0.03
C -2.446 -1.389 1.670  0.04
N 0.904 -1.414 2.246  0.29
C 0.699 -0.235 3.091  0.06
C 2.170 -1.729 1.668  0.15
C 1.919 -2.591 0.624  0.14
C 2.974 -3.254 -0.004  0.53
C 4.192 -3.325 0.682  0.21
C 4.457 -2.428 1.716  0.21
C 3.487 -1.478 2.084  0.52
H 0.615 -3.607 -1.313  0.03
H -0.793 -4.156 -0.395  0.03
H -0.785 -2.529 -1.128  0.06
H -1.099 -4.138 3.168  0.01
H -3.477 -4.411 3.909  0.00
H -6.103 -1.887 2.667  0.00
H -6.072 -3.643 2.999  0.00
H -5.794 -2.494 4.304  0.00
H -4.539 -0.795 1.876  0.01
H -2.194 -0.543 1.017  0.01
H 1.670 0.273 3.157  0.01
H -0.044 0.470 2.655  0.02
H 0.384 -0.501 4.122  0.01
H 2.840 -3.707 -0.989  0.05
H 4.948 -4.082 0.450  0.01
H 5.416 -2.477 2.250  0.01
H 3.724 -0.566 2.649  0.04

***

Entry from OMol25: the molecule C14H15F3N4OS (the ωB97M-V functional and the def2-TZVPD basis).

Output
highest occupied orbital energy = -0.297 Ha
charge = 0
SMILES = Cc1nc(NC(=O)[C@H](C)CC(F)(F)F)sc1-c1ccc(N)nc1
total energy = -41757.0264 eV
energy above the lowest of the compared OMol25 structures with the same formula, charge and spin = 34.4 kcal per mole

Last column: natural (NBO) charge in e.
Cartesian coordinates (Å):
C 0.057 0.035 -3.715  -0.65
C -0.098 -0.295 -2.239  0.14
N 1.091 -0.634 -1.505  -0.47
C 0.871 -0.638 -0.254  0.23
N 1.972 -0.948 0.564  -0.63
C 1.878 -1.255 1.918  0.70
O 0.794 -1.434 2.495  -0.60
C 3.280 -1.289 2.681  -0.30
C 3.595 -2.666 3.163  -0.62
C 3.145 -0.280 3.928  -0.48
C 3.712 1.212 3.586  0.99
F 3.442 1.596 2.332  -0.32
F 5.076 1.185 3.714  -0.34
F 3.190 2.104 4.492  -0.33
S -0.771 -0.218 0.160  0.37
C -1.235 0.008 -1.584  -0.19
C -2.523 0.542 -2.081  -0.17
C -3.301 0.142 -3.215  -0.11
C -4.622 0.771 -3.407  -0.31
C -5.111 1.480 -2.352  0.36
N -6.353 2.122 -2.363  -0.83
N -4.432 1.803 -1.275  -0.46
C -3.214 1.377 -1.155  0.10
H 0.920 0.646 -3.900  0.23
H -0.653 0.766 -4.044  0.22
H 0.139 -0.876 -4.322  0.22
H 2.785 -0.509 0.167  0.42
H 4.089 -0.899 1.986  0.22
H 4.729 -2.752 3.253  0.22
H 3.189 -3.398 2.435  0.23
H 3.111 -2.922 4.151  0.22
H 3.750 -0.628 4.768  0.23
H 2.131 -0.340 4.367  0.26
H -3.023 -0.592 -3.942  0.22
H -5.253 0.756 -4.242  0.22
H -7.161 1.640 -2.791  0.39
H -6.485 2.737 -1.537  0.41
H -2.709 1.652 -0.236  0.19

***

Entry from OMol25: a cluster of 2 separate species, C5H9N in total (the ωB97M-V functional and the def2-TZVPD basis).

Output
highest occupied orbital energy = -0.349 Ha
charge = 0
SMILES = C=CC.CC#N
total energy = -6818.6532 eV
energy above the lowest of the compared OMol25 structures with the same formula, charge and spin = 54.0 kcal per mole

Last column: natural (NBO) charge in e.
Cartesian coordinates (Å):
C -0.080 0.731 1.064  -0.45
C -0.608 1.272 -0.048  -0.11
C -1.711 0.647 -0.865  -0.65
H 0.657 1.272 1.521  0.19
H -0.317 -0.077 1.599  0.19
H -0.362 2.270 -0.444  0.21
H -2.240 -0.103 -0.332  0.21
H -1.115 0.147 -1.663  0.22
H -2.353 1.390 -1.215  0.22
C 2.285 -1.097 0.512  -0.71
C 2.274 0.132 -0.274  0.29
N 2.679 0.981 -0.928  -0.35
H 1.422 -1.583 0.369  0.23
H 2.199 -0.651 1.554  0.26
H 3.167 -1.658 0.095  0.27

***

Entry from OMol25: the molecule C4H4ClFO2 (the ωB97M-V functional and the def2-TZVPD basis).

Output
highest occupied orbital energy = -0.371 Ha
charge = 0
SMILES = O=C(/C=C(/F)Cl)CO
total energy = -23545.1569 eV
energy above the lowest of the compared OMol25 structures with the same formula, charge and spin = 50.7 kcal per mole

Last column: natural (NBO) charge in e.
Cartesian coordinates (Å):
O 0.079 -1.621 -0.344  -0.55
C 0.219 -0.427 -0.094  0.54
C -0.900 0.659 -0.319  -0.42
C -2.156 0.080 -0.051  0.39
F -3.135 1.062 0.146  -0.33
Cl -2.665 -1.544 0.165  0.12
C 1.482 0.332 0.187  -0.19
O 2.550 -0.626 0.276  -0.72
H -0.595 1.657 -0.541  0.25
H 1.784 1.103 -0.520  0.21
H 1.309 0.799 1.241  0.20
H 2.027 -1.475 -0.146  0.48

***

The lowest charge belongs to which entry? C33H33FeN2